Here is a cluster of 12 separate species, C42H72O36 in total at a distorted geometry from the OMol25 dataset. Energies are from ωB97M-V with the def2-TZVPD basis set.

Summary:
**LUMO level**: -0.206 eV
**SMILES**: C[C@H]1COC(=O)O1.C[C@H]1COC(=O)O1.C[C@H]1COC(=O)O1.C[C@H]1COC(=O)O1.C[C@H]1COC(=O)O1.C[C@H]1COC(=O)O1.COC(=O)OC.COC(=O)OC.COC(=O)OC.COC(=O)OC.COC(=O)OC.COC(=O)OC
**HOMO level**: -10.54 eV
**ΔE to the lowest compared entry with this formula, charge and spin**: 5.385 eV

Last column: Mulliken charge in e.
Cartesian coordinates (Å):
O  0.678465  -10.361564  3.486193  -0.600
H  7.937685  3.138816  -1.230337  0.340
O  4.905085  2.894746  -5.882017  -0.284
H  -5.903095  1.030316  4.281873  0.257
C  -2.424655  -8.868044  3.982303  0.301
C  -3.332795  5.302386  5.119633  -0.637
H  -2.495835  5.065986  5.776673  0.297
O  -11.335285  1.153226  -3.428137  -0.344
H  -8.587395  -8.062414  3.346233  0.291
O  -7.168385  -4.869574  1.178283  -0.298
O  6.845325  -7.921174  -4.851267  -0.561
C  -0.194245  -0.136544  0.948393  0.763
H  5.591815  -4.410264  -3.831237  0.251
O  1.295155  7.986066  -1.022287  -0.558
H  -1.178925  -6.935484  3.793133  0.290
C  -0.333445  -9.667334  3.482983  0.719
H  10.548535  -8.300724  -3.510887  0.291
H  -2.777065  5.615806  4.235873  0.238
C  -2.156725  -0.527004  -6.673647  0.743
H  3.804695  8.573296  2.192783  0.289
H  -2.729855  -3.091614  -6.104247  0.288
C  -6.474225  -3.695904  0.797693  -0.694
H  -2.945665  11.108156  -0.404357  0.374
O  0.120415  -1.425154  0.671493  -0.280
H  3.699785  11.810766  1.774073  0.387
O  -5.696985  2.667296  5.321573  -0.307
H  -6.911555  -2.772634  1.177733  0.290
O  -12.589305  -0.643474  -4.067217  -0.544
C  -11.538725  -0.054414  -4.005727  0.663
C  5.743435  2.135706  -6.597257  0.769
H  -3.945335  6.065826  5.599283  0.294
O  0.540125  0.622666  1.567283  -0.581
C  -1.345555  1.658136  -0.099057  -0.649
H  7.063005  3.018606  -9.539357  0.245
H  4.532255  -9.336844  7.198513  0.326
C  8.604885  2.345446  0.762823  0.364
H  -1.423115  -3.627324  -7.247887  0.237
H  -3.175995  1.956076  -7.663517  0.267
C  7.407285  -7.099334  -4.139087  0.745
H  -3.445565  -7.618014  5.426923  0.362
C  -1.788065  -2.837894  -6.590837  -0.647
H  -1.489975  2.359706  0.722543  0.272
H  -2.187135  2.082656  -6.113797  0.318
H  6.569285  -9.017064  9.539833  0.358
H  8.102055  2.177066  -8.282567  0.289
C  -7.109495  -5.245974  2.464883  0.801
H  -1.038655  -2.775164  -5.801817  0.309
H  -5.404685  -3.539874  0.938563  0.312
H  8.133695  -8.454704  8.906803  0.334
C  6.545555  -8.430544  7.432093  0.440
H  6.836275  -7.290534  9.155543  0.365
H  4.592015  -7.972754  8.297353  0.280
H  -8.318535  2.431726  -2.789937  0.389
C  -6.724245  9.768756  0.691493  0.612
H  -3.760565  8.880656  0.225503  0.275
O  8.139805  0.132726  0.309563  -0.302
H  4.485685  9.909216  0.658543  0.230
H  -10.389615  2.629376  -4.472847  0.285
H  8.936795  2.813816  1.689413  0.274
C  -5.564465  2.042626  4.061273  -0.598
C  -4.961155  3.648696  5.750933  0.802
H  9.974975  -8.204544  -5.085927  0.304
H  -1.419375  2.394926  -7.591577  0.247
H  7.338995  4.034376  0.145813  0.377
O  9.677495  1.612146  0.328543  -0.374
O  6.902945  -7.314104  6.713383  -0.346
C  8.197905  3.476466  -0.227147  -1.421
H  1.399045  -2.084084  2.249333  0.296
C  -10.139235  1.767816  -3.853887  0.478
H  1.572325  -2.989194  0.712453  0.283
O  2.830025  9.626226  -0.498027  -0.353
H  -2.162185  1.664606  -0.820987  0.253
O  -1.813705  0.532996  -7.528817  -0.285
O  6.270655  2.941816  -7.597707  -0.302
H  -4.052775  11.757426  0.795993  0.343
C  9.609125  -8.233264  -4.059567  -0.696
O  -1.235085  0.281906  0.287863  -0.288
H  -6.579865  -3.676534  -0.286997  0.269
H  2.079555  11.728526  1.204753  0.325
H  -2.166655  -7.436324  2.436463  0.287
H  -9.073305  0.930916  -5.504487  0.321
O  -6.290025  10.759576  -0.174337  -0.360
H  9.059865  4.140126  -0.295537  0.363
C  -9.348405  2.118256  -2.619037  -1.468
O  2.027595  8.272786  1.072033  -0.305
O  -0.462095  -8.602534  2.766493  -0.319
C  3.403595  10.035336  0.694433  0.494
H  3.686135  2.826826  -4.094047  0.242
H  -6.152465  2.518306  3.276373  0.258
H  -0.517475  1.966206  -0.737387  0.313
H  -5.017225  10.306786  -1.719687  0.217
H  -1.894605  -8.360764  5.954703  0.355
O  5.986025  0.898866  -6.473807  -0.585
H  4.831195  1.515266  -4.317047  0.287
H  -7.285395  -7.493694  4.165383  0.254
O  5.978435  -5.805094  5.275683  -0.572
H  3.439205  1.590296  -5.376677  0.275
O  -4.161605  4.189976  4.801443  -0.311
H  -9.765695  3.026166  -2.183537  0.369
O  6.959345  -5.910354  -3.693037  -0.268
O  -2.667755  -0.346304  -5.549817  -0.569
O  4.771655  -7.528924  6.302833  -0.293
C  4.168685  2.201206  -4.844937  -0.605
O  -7.737295  -6.376214  2.537563  -0.300
C  -4.999465  10.374666  -0.631957  0.455
C  -1.545535  -7.807534  3.251633  -0.425
H  9.228545  -9.248974  -3.951867  0.297
C  -8.178645  -7.106894  3.674873  -0.653
C  -2.836615  -8.522044  5.430573  -1.265
C  2.964185  9.110826  1.753783  -0.367
H  6.823445  -9.365644  6.945823  0.289
C  9.416385  0.327996  0.061503  0.687
H  -8.900375  -6.764254  4.416363  0.308
O  8.632685  -7.252784  -3.595677  -0.293
H  -4.164375  12.277976  -0.838947  0.339
O  -7.782705  9.763416  1.238973  -0.517
C  4.989955  -8.360824  7.359723  -0.475
O  -5.800935  8.829206  0.789883  -0.317
C  -2.221055  1.792776  -7.163997  -0.644
O  -1.810235  -1.693244  -7.320947  -0.265
H  6.737265  1.538736  0.142233  0.302
C  7.053505  -8.316754  8.859243  -1.366
H  -9.325225  1.439026  -1.766857  0.359
O  10.194525  -0.442554  -0.435197  -0.543
H  7.336995  1.226806  1.869303  0.283
C  5.674025  -5.460674  -4.110487  -0.672
H  3.378345  12.156756  0.054143  0.345
C  1.316605  -2.030534  1.163773  -0.663
C  1.905245  8.648186  -0.202897  0.638
O  -5.197845  4.066516  6.893533  -0.592
C  -3.983045  11.393066  -0.228917  -1.385
C  3.107855  11.529076  0.903233  -1.384
C  7.558825  1.261326  0.802673  -0.348
O  -6.499305  -4.656684  3.345833  -0.580
H  -3.218595  -9.336574  3.400723  0.319
H  4.965255  -5.889614  -3.402127  0.305
O  -10.445655  -0.456234  -4.648737  -0.321
H  -4.505365  1.957466  3.818073  0.299
C  7.099215  2.372186  -8.662477  -0.641
H  -3.409205  -9.331984  5.882493  0.328
C  5.850125  -6.808604  5.999323  0.659
H  -4.917495  8.251736  -1.009327  0.285
H  5.416675  -5.607194  -5.159487  0.298
H  6.841935  1.351406  -8.945167  0.311
C  -4.777645  8.925396  -0.163907  -0.322
O  -1.455075  -9.881094  4.160903  -0.353
H  2.417975  9.673846  2.510593  0.260
C  -9.524565  0.574356  -4.578567  -0.477
H  2.220775  -1.473844  0.917443  0.281
H  -8.666795  0.180596  -4.033317  0.290

Atoms 1-3, force components in eV/Å:
O -2.4 1.1 0.3
H 0.1 -0.4 0.1
O 0.4 -0.1 0.4